{
  "formula": "C5H8O",
  "method": "ωB97M-V/def2-TZVPD",
  "smiles": "CCC=O.C#C",
  "total_charge": 0,
  "orbital_gap_ev": 10.8,
  "species": ["C", "C", "C", "O", "H", "H", "H", "H", "H", "H", "C", "C", "H", "H"],
  "coordinates": [[-0.513, -1.492, 0.103], [-0.776, -0.036, -0.251], [-0.826, 1.056, 0.706], [-0.761, 2.242, 0.417], [-0.520, -1.654, 1.185], [0.444, -1.884, -0.274], [-1.298, -2.092, -0.360], [-0.593, 0.212, -1.299], [-1.932, 0.337, 0.021], [-0.981, 0.682, 1.733], [1.569, 0.968, -0.380], [2.396, 0.151, -0.685], [0.865, 1.752, -0.125], [3.175, -0.518, -0.963]]
}